# 1
{"formula": "C43H56MoN6O2P2S", "method": "ωB97M-V with the def2-TZVPD basis set", "species": ["Mo", "C", "P", "C", "C", "C", "C", "C", "C", "C", "P", "C", "C", "H", "H", "H", "H", "H", "H", "H", "H", "H", "H", "H", "H", "H", "H", "H", "H", "C", "C", "C", "C", "N", "C", "C", "C", "C", "C", "C", "C", "H", "H", "H", "H", "H", "H", "H", "H", "C", "C", "C", "C", "C", "C", "C", "H", "H", "H", "H", "H", "H", "H", "N", "C", "N", "C", "C", "O", "C", "C", "H", "H", "H", "H", "H", "H", "H", "H", "O", "N", "C", "C", "C", "C", "C", "H", "H", "H", "H", "H", "C", "N", "C", "C", "S", "N", "C", "C", "H", "H", "H", "H", "H", "H", "H", "H", "H", "H", "H", "H"], "xyz": [[-0.2504, 0.4406, -0.0778], [-3.4210, 1.9668, 0.9877], [-1.7796, 1.3414, 1.5152], [-2.3041, 0.3351, 2.9572], [-1.0179, 2.7362, 2.4384], [-1.7513, 3.4981, 3.3447], [-1.1202, 4.4125, 4.1691], [0.2577, 4.5550, 4.1171], [0.9896, 3.8345, 3.1920], [0.3609, 2.9435, 2.3276], [1.2994, 2.1327, 0.9750], [2.7681, 1.4053, 1.8277], [2.1621, 3.5919, 0.2478], [-4.0620, 2.1923, 1.8399], [-3.8763, 1.1705, 0.3962], [-3.3201, 2.8499, 0.3585], [-2.7069, 0.9648, 3.7510], [-1.4423, -0.2219, 3.3180], [-3.0592, -0.3756, 2.6288], [-2.8256, 3.3869, 3.4017], [-1.6995, 5.0036, 4.8622], [0.7609, 5.2373, 4.7865], [2.0607, 3.9664, 3.1394], [3.5287, 2.1576, 2.0299], [3.1894, 0.6611, 1.1480], [2.4892, 0.9156, 2.7594], [2.7511, 4.1107, 1.0017], [1.4646, 4.3021, -0.1879], [2.8272, 3.2268, -0.5372], [-1.7551, 3.9216, -2.1839], [-2.8398, 3.4357, -2.9109], [-3.0618, 2.0750, -2.8992], [-2.2144, 1.2214, -2.1926], [-1.1766, 1.7024, -1.4550], [-0.9818, 3.0301, -1.4763], [-2.3294, -0.2233, -2.1734], [-3.1331, -0.9465, -3.0574], [-3.0697, -2.3229, -3.0728], [-2.1822, -2.9722, -2.2257], [-1.4129, -2.2448, -1.3332], [-1.4854, -0.8527, -1.2342], [-1.5251, 4.9743, -2.1640], [-3.4914, 4.1000, -3.4555], [-3.9027, 1.6588, -3.4286], [-0.1631, 3.3922, -0.8712], [-3.7824, -0.4361, -3.7512], [-3.6886, -2.8878, -3.7536], [-2.0948, -4.0499, -2.2684], [-0.7521, -2.7890, -0.6667], [2.7459, 1.8545, -2.6427], [3.1733, 2.7954, -3.5595], [4.5331, 2.8370, -3.9843], [4.9787, 3.8071, -4.8429], [4.0983, 4.7628, -5.3493], [2.7540, 4.7219, -4.9859], [2.2941, 3.7683, -4.1123], [1.7174, 1.7886, -2.3250], [3.4425, 1.1542, -2.2129], [5.2068, 2.0703, -3.6269], [6.0209, 3.8292, -5.1334], [4.4527, 5.5151, -6.0392], [2.0600, 5.4446, -5.3910], [1.2509, 3.7351, -3.8346], [1.0685, -0.4117, -1.2537], [1.5215, -1.0599, -2.1165], [2.0285, -1.8932, -2.9662], [1.8457, -3.3329, -2.8540], [3.2258, -3.9922, -2.9655], [3.8595, -3.6308, -4.1674], [4.0415, -2.2384, -4.2597], [2.7006, -1.4986, -4.1915], [1.2113, -3.6811, -3.6779], [1.3702, -3.5807, -1.9054], [3.1279, -5.0781, -2.9819], [3.8445, -3.6967, -2.1023], [4.5286, -2.0532, -5.2170], [4.6947, -1.8862, -3.4468], [2.0802, -1.7933, -5.0474], [2.8485, -0.4182, -4.2039], [0.4589, -0.5170, 1.7279], [1.3113, -1.4027, 2.1224], [1.6623, -1.4366, 3.4359], [2.6249, -2.3005, 3.8856], [3.2455, -3.1760, 2.9997], [2.8339, -3.1628, 1.6706], [1.8768, -2.2739, 1.2553], [1.1381, -0.7473, 4.0840], [2.8910, -2.2966, 4.9304], [4.0058, -3.8567, 3.3388], [3.2522, -3.8548, 0.9574], [1.4884, -2.2206, 0.2480], [-3.7247, -2.7665, 5.0069], [-2.6170, -3.2023, 4.1889], [-1.4225, -3.5388, 4.9218], [-2.6170, -3.1328, 2.8376], [-1.1839, -3.1652, 1.9964], [-3.8190, -2.9701, 2.2033], [-4.9441, -3.8441, 2.4820], [-3.8275, -2.4706, 0.8460], [-3.3511, -2.0900, 5.7806], [-4.2063, -3.6120, 5.5073], [-4.4553, -2.2364, 4.3994], [-1.6626, -4.2687, 5.6946], [-0.9877, -2.6560, 5.3983], [-0.6867, -3.9635, 4.2435], [-4.7903, -4.4007, 3.4006], [-5.0696, -4.5613, 1.6629], [-5.8611, -3.2556, 2.5580], [-3.0476, -1.7205, 0.7129], [-4.7986, -2.0127, 0.6559], [-3.6680, -3.2581, 0.1049]], "forces_ev_per_a": [[0.20, 0.47, 1.45], [0.19, -0.01, -0.07], [-0.90, 0.29, 0.77], [0.14, -0.04, -0.10], [0.10, 0.07, -0.04], [0.10, 0.11, 0.02], [-0.12, -0.03, 0.01], [0.15, 0.05, 0.03], [-0.09, 0.04, 0.07], [-0.04, 0.06, 0.04], [0.24, 0.29, 0.34], [-0.14, -0.08, -0.17], [-0.12, -0.22, -0.10], [0.00, 0.04, -0.03], [-0.07, 0.01, 0.01], [-0.01, 0.05, -0.04], [-0.03, 0.00, -0.03], [0.00, -0.06, 0.07], [-0.08, -0.09, -0.01], [-0.07, -0.06, 0.06], [-0.05, 0.05, 0.07], [0.01, 0.07, 0.04], [0.11, 0.07, 0.01], [-0.01, 0.03, 0.06], [0.08, -0.02, 0.08], [-0.02, 0.05, -0.06], [-0.01, 0.00, 0.05], [-0.01, 0.08, -0.06], [-0.01, 0.09, 0.01], [-0.14, -0.04, -0.14], [0.25, -0.26, 0.25], [0.02, 0.14, -0.03], [0.01, 0.14, -0.09], [-1.06, 0.93, -0.94], [0.21, 0.40, 0.10], [0.05, -0.56, 0.21], [0.10, 0.23, 0.06], [-0.15, -0.11, -0.12], [0.10, 0.03, 0.00], [0.14, -0.19, -0.04], [-0.56, -0.29, -0.12], [0.07, 0.09, 0.08], [-0.06, 0.07, -0.07], [-0.05, -0.08, -0.07], [-0.04, -0.03, -0.09], [-0.11, 0.05, -0.14], [-0.04, -0.04, -0.08], [-0.01, -0.10, 0.04], [-0.06, -0.03, 0.02], [-0.26, -0.32, 0.15], [0.37, 0.51, -0.56], [-0.29, -0.15, 0.19], [0.14, 0.15, -0.18], [0.00, -0.02, -0.04], [-0.03, 0.11, -0.06], [0.11, -0.30, 0.20], [-0.10, 0.05, 0.03], [0.13, -0.14, 0.11], [0.10, 0.01, 0.11], [0.00, -0.01, -0.04], [0.01, 0.04, 0.01], [0.00, 0.07, -0.05], [-0.15, 0.03, 0.06], [1.93, -1.46, -2.03], [-0.32, 0.53, 0.92], [0.06, -0.18, -0.36], [0.17, -0.58, -0.03], [-0.34, -0.05, 0.18], [0.01, -0.11, -0.07], [-0.12, 0.41, -0.14], [0.63, 0.03, -0.38], [-0.01, 0.03, 0.12], [-0.04, 0.05, -0.04], [-0.02, 0.05, 0.07], [-0.04, -0.02, -0.07], [0.00, 0.05, 0.06], [-0.03, -0.01, -0.05], [0.03, 0.09, 0.11], [-0.03, -0.05, 0.01], [-0.30, 0.04, 0.30], [0.97, -0.46, 0.24], [-0.38, 0.21, -0.32], [0.29, -0.41, -0.21], [-0.38, 0.24, -0.23], [0.30, -0.17, 0.53], [-0.53, 0.30, -0.08], [-0.03, 0.04, -0.21], [-0.03, 0.06, 0.09], [0.12, -0.12, 0.05], [0.03, -0.02, -0.10], [0.05, 0.08, 0.11], [-0.22, 0.06, 0.16], [-0.31, -0.12, -0.20], [0.24, -0.27, 0.09], [0.14, 0.11, 0.09], [0.28, -0.20, -0.39], [0.08, 0.03, 0.21], [-0.18, -0.03, 0.11], [0.07, 0.23, -0.22], [-0.02, 0.00, -0.05], [-0.06, 0.07, -0.01], [0.03, -0.02, 0.09], [-0.06, 0.01, 0.12], [-0.02, 0.08, 0.00], [-0.08, 0.01, 0.12], [-0.04, -0.01, 0.02], [0.06, 0.02, 0.05], [-0.04, -0.09, 0.07], [-0.09, -0.11, -0.02], [-0.10, 0.00, 0.02], [0.05, -0.03, 0.06]], "lowdin_spin": [1.5673, 0.0075, 0.0237, 0.0008, -0.0025, -0.0004, 0.0003, 0.0004, 0.0001, -0.0009, 0.0203, 0.0068, 0.0101, 0.0004, -0.0002, 0.0003, -0.0003, -0.0003, 0.0002, -0.0001, 0.0000, 0.0000, 0.0000, 0.0008, 0.0000, 0.0005, -0.0001, -0.0001, 0.0086, -0.0025, 0.0359, -0.0041, 0.0373, 0.0194, 0.0393, 0.0062, 0.0026, 0.0046, 0.0041, 0.0128, 0.0148, -0.0010, 0.0023, -0.0008, 0.0036, 0.0000, 0.0002, 0.0002, 0.0014, 0.4601, 0.0455, 0.1246, -0.0091, 0.1597, -0.0087, 0.1260, 0.0236, 0.0229, 0.0050, -0.0040, 0.0094, -0.0041, 0.0055, 0.0162, 0.0482, 0.0209, 0.0019, 0.0016, 0.0004, 0.0001, 0.0091, -0.0001, 0.0000, 0.0003, 0.0000, 0.0000, 0.0000, 0.0012, 0.0068, 0.0512, 0.0030, 0.0176, -0.0016, 0.0219, -0.0015, 0.0206, 0.0010, -0.0006, 0.0013, -0.0005, 0.0022, 0.0000, 0.0001, 0.0001, 0.0002, 0.0016, 0.0001, 0.0000, 0.0001, 0.0000, 0.0000, 0.0000, 0.0000, 0.0000, 0.0000, 0.0000, 0.0000, 0.0000, 0.0003, 0.0000, 0.0001], "multiplicity": 4, "charge": 1, "relative_energy_ev": 1.327, "homo_energy_ev": [-8.741, -8.167]}

***

# 2
{"formula": "C30H47Cl3N3O6PtSi", "method": "ωB97M-V with the def2-TZVPD basis set", "species": ["C", "C", "H", "H", "H", "C", "C", "H", "H", "H", "H", "Pt", "Cl", "C", "O", "N", "C", "C", "H", "H", "H", "H", "H", "H", "H", "H", "H", "C", "C", "N", "H", "C", "O", "H", "H", "H", "H", "H", "H", "C", "C", "N", "H", "C", "O", "H", "H", "H", "H", "O", "C", "C", "C", "H", "C", "H", "C", "H", "C", "C", "H", "H", "H", "Si", "Cl", "C", "C", "C", "H", "H", "H", "H", "H", "H", "H", "H", "H", "Cl", "C", "C", "C", "C", "C", "C", "C", "O", "O", "H", "H", "H", "H"], "xyz": [[-4.2905, 0.5620, 0.2068], [-4.1709, 1.5091, -0.9487], [-4.4311, 1.1181, 1.1424], [-3.3711, -0.0343, 0.2794], [-5.1674, -0.0912, 0.0609], [-5.1755, 2.3408, -1.2805], [-6.3482, 2.6429, -0.4118], [-5.1864, 2.8236, -2.2653], [-6.0644, 2.7977, 0.6404], [-7.1333, 1.8704, -0.4235], [-6.8171, 3.5674, -0.7592], [-0.1791, -1.2202, -0.8870], [-1.4196, -1.4378, -2.6811], [2.5776, -1.0633, -2.3159], [1.9933, -0.7082, -1.2507], [3.6724, -0.4292, -2.7423], [4.2736, 0.6055, -1.9034], [4.0206, -0.4425, -4.1558], [2.2447, -1.9164, -2.9295], [4.5187, 0.2013, -0.9090], [3.6042, 1.4757, -1.7864], [5.1952, 0.9144, -2.4139], [3.8990, -1.4539, -4.5570], [5.0590, -0.1202, -4.2580], [3.3762, 0.2366, -4.7352], [3.2491, -0.6296, 1.0918], [3.3049, -3.7300, 2.4218], [3.0769, -0.8526, 2.1546], [2.5645, -3.1656, 3.0117], [2.1408, -1.9681, 2.2855], [2.6852, 0.0459, 2.6553], [0.9417, -1.8454, 1.7363], [0.6655, -0.8360, 1.0133], [1.6935, -3.8097, 3.2044], [0.1864, -2.6083, 1.9507], [4.0149, -1.1476, 2.6227], [3.0360, -2.8758, 3.9620], [-1.4726, -0.9220, 5.2066], [-2.1344, 1.9851, 4.5596], [-1.0543, -0.1889, 5.9119], [-1.1788, 2.1583, 5.0809], [-0.4346, 0.9174, 5.2038], [-0.2888, -0.6877, 6.5215], [0.7673, 0.7320, 4.6091], [1.3073, 1.5176, 3.8214], [-0.5873, 2.8825, 4.5241], [1.2481, -0.2208, 4.9180], [-1.8474, 0.1928, 6.5674], [-1.4092, 2.5544, 6.0785], [-1.7261, 1.1985, -0.9477], [-2.8834, 1.3661, -1.7778], [-2.9628, 3.7492, -2.6778], [-2.7288, 2.3933, -2.9017], [-3.3593, 4.0654, -1.7115], [-2.6981, 4.6876, -3.6900], [-2.9512, 0.3862, -2.2754], [-2.3187, 1.9696, -4.1759], [-2.8294, 5.7497, -3.4703], [-2.2556, 4.2720, -4.9476], [-2.0780, 2.9044, -5.1866], [-2.1915, 0.9028, -4.3485], [-2.0253, 5.0107, -5.7231], [-1.7632, 2.5684, -6.1735], [-0.6852, 2.5842, -0.3176], [-1.9444, 2.9352, 1.2800], [-0.7157, 4.4630, -0.7759], [0.3687, 2.2838, -1.9617], [0.9338, 2.1519, 0.6556], [-0.3023, 4.7099, -1.7650], [-0.0781, 4.9602, -0.0253], [-1.7083, 4.9396, -0.7216], [0.9016, 2.3926, 1.7332], [1.8153, 2.6734, 0.2410], [1.1482, 1.0697, 0.6043], [-0.2030, 2.6093, -2.8417], [0.5303, 1.1927, -2.0533], [1.3447, 2.8039, -1.9613], [4.1447, -8.7934, 1.4233], [3.1289, -7.4778, 0.9958], [1.7659, -7.5231, 1.3215], [0.9419, -6.4504, 0.9800], [1.4683, -5.3294, 0.3250], [2.8305, -5.2877, -0.0016], [3.6663, -6.3583, 0.3460], [0.5561, -4.1126, 0.0816], [-0.5762, -4.1040, 0.6085], [1.0930, -3.1368, -0.5896], [1.3595, -8.4011, 1.8185], [-0.1266, -6.4862, 1.2031], [3.2313, -4.4324, -0.5450], [4.7274, -6.3464, 0.1212]], "forces_ev_per_a": [[0.13, 0.07, 0.27], [-0.18, 0.62, -0.67], [0.10, -0.20, -0.05], [-0.36, 0.13, 0.15], [0.29, 0.13, 0.08], [0.59, -0.53, -0.36], [-0.57, -0.02, 0.31], [0.27, 0.02, 0.57], [0.01, -0.12, -0.27], [0.16, 0.04, -0.01], [-0.05, -0.04, 0.10], [0.67, 0.05, 1.04], [-0.71, -0.69, -1.58], [-1.14, 0.78, 1.85], [1.44, -0.58, -2.03], [0.18, 0.02, 0.05], [-0.10, 0.32, -0.06], [-0.16, -0.16, -0.09], [-0.20, 0.35, 0.11], [-0.19, 0.14, -0.38], [0.19, -0.36, 0.01], [-0.22, 0.01, 0.32], [0.09, 0.16, 0.02], [-0.13, -0.19, -0.10], [0.20, -0.10, 0.18], [-0.13, 0.00, 0.31], [-0.29, 0.15, 0.14], [0.18, 0.12, -0.27], [-0.15, 0.13, -0.05], [-0.06, -0.02, 0.45], [0.04, -0.23, -0.26], [-0.28, 1.45, -0.75], [0.35, -1.62, 1.77], [0.32, 0.20, -0.09], [0.25, -0.07, -0.12], [0.02, -0.01, -0.02], [-0.23, -0.09, -0.19], [-0.09, 0.17, 0.25], [0.37, 0.13, 0.01], [0.25, -0.10, -0.03], [-0.38, -0.07, -0.22], [0.20, -0.01, 0.15], [-0.30, -0.01, -0.03], [0.38, 1.23, -1.03], [-0.51, -1.16, 1.51], [-0.08, -0.13, -0.06], [-0.13, 0.09, -0.17], [0.25, -0.15, -0.18], [0.12, -0.07, -0.09], [-0.14, 1.24, 0.56], [-0.14, -0.80, -0.07], [0.21, 0.27, -0.56], [-0.04, -0.10, 0.11], [0.34, -0.03, -0.37], [-0.12, -0.23, 0.24], [-0.17, 0.26, 0.03], [-0.15, 0.48, 0.15], [0.01, -0.28, -0.13], [0.09, -0.12, 0.32], [-0.21, -0.04, 0.09], [0.12, 0.19, -0.01], [-0.14, -0.31, 0.26], [-0.01, 0.03, 0.19], [2.84, -0.41, -3.34], [-1.70, 0.03, 2.16], [-0.30, 0.72, 0.16], [0.01, -0.61, -0.59], [-0.29, -0.12, 1.05], [-0.06, -0.25, 0.23], [-0.16, -0.06, -0.04], [0.39, -0.09, 0.22], [-0.06, -0.08, -0.41], [-0.50, -0.05, -0.12], [-0.07, 0.71, -0.13], [0.28, -0.08, 0.03], [0.20, 0.38, -0.22], [-0.26, -0.08, 0.03], [0.37, -0.43, 0.12], [-0.87, 1.18, -0.19], [0.27, 0.11, -0.29], [0.27, -0.07, -0.11], [-0.08, 0.33, 0.04], [-0.10, -0.57, 0.15], [-0.42, -0.18, 0.09], [-0.42, 0.66, -0.31], [1.19, -0.26, -0.59], [-0.78, -1.39, 0.64], [0.10, 0.16, -0.08], [0.37, 0.17, -0.02], [-0.17, -0.13, 0.24], [-0.11, 0.05, -0.04]], "lowdin_spin": [0.0002, 0.0010, 0.0000, 0.0011, 0.0000, -0.0001, 0.0000, 0.0000, 0.0000, 0.0000, 0.0000, 1.4873, 0.1407, 0.0111, 0.0865, 0.0029, 0.0007, 0.0016, 0.0004, 0.0002, 0.0002, 0.0001, 0.0001, 0.0001, 0.0001, 0.0005, 0.0004, 0.0007, 0.0009, 0.0078, 0.0001, 0.0089, 0.0248, 0.0000, 0.0002, 0.0000, 0.0000, 0.0000, 0.0000, 0.0000, 0.0000, 0.0000, 0.0000, 0.0000, 0.0001, 0.0000, 0.0000, 0.0000, 0.0000, 0.0611, 0.0030, 0.0003, 0.0005, 0.0000, 0.0000, 0.0009, 0.0005, 0.0000, 0.0002, 0.0000, 0.0006, 0.0000, 0.0000, 0.0032, 0.0014, 0.0003, 0.0022, 0.0003, 0.0000, 0.0000, 0.0000, 0.0000, 0.0001, 0.0003, 0.0001, 0.0024, 0.0002, -0.0002, -0.0005, 0.0005, 0.0007, 0.0072, 0.0006, 0.0001, 0.0062, 0.0013, 0.1272, 0.0001, 0.0000, 0.0005, 0.0000], "multiplicity": 3, "charge": -1, "homo_energy_ev": [-3.932, -3.925]}

***

Asked for energy across the records above, the calculation gives -89795.9115 -97321.3052 eV in order.